# 1
The following is a DFT calculation (ωB97M-V/def2-TZVPD) of C33H50N3NiO2P3 as an isolated structure.

Each line ends with the Mulliken spin population.
Cartesian coordinates (Å):
Ni 12.781 8.244 13.234  1.469
P 11.747 9.078 11.252  -0.049
P 14.441 8.626 14.803  0.044
P 14.007 6.887 11.780  0.081
O 8.404 5.010 11.184  0.004
O 9.737 3.958 12.762  0.000
N 11.297 6.355 12.862  0.073
N 10.154 6.196 11.954  0.005
N 11.607 9.031 14.786  0.173
C 13.147 7.004 10.166  0.009
C 12.547 10.682 10.907  0.027
C 13.842 6.180 16.012  0.002
C 11.661 8.080 8.551  -0.002
C 15.703 7.019 11.179  0.007
C 13.140 6.369 7.807  0.000
C 9.967 10.729 13.993  0.046
C 14.942 7.256 16.001  0.010
C 13.527 9.661 15.971  0.025
C 12.064 11.377 17.702  -0.006
C 10.265 9.383 14.447  -0.054
C 12.154 9.730 15.844  0.019
C 7.793 8.992 14.572  -0.005
C 15.387 11.113 14.034  0.011
C 14.190 12.152 18.787  0.000
C 13.576 6.146 9.149  -0.002
C 14.125 10.222 17.102  -0.016
C 9.191 7.201 15.381  -0.005
C 16.313 6.716 15.718  0.001
C 12.184 7.977 9.861  0.030
C 15.901 9.776 14.566  0.032
C 13.884 4.962 12.100  0.016
C 13.410 11.218 17.846  0.008
C 16.974 9.199 13.676  0.005
C 12.143 7.260 7.522  0.000
C 9.367 4.858 11.950  0.002
C 11.446 10.531 16.766  0.020
C 6.139 10.606 13.652  -0.001
C 7.565 10.220 14.008  0.007
C 9.114 8.548 14.765  0.008
C 8.622 11.080 13.776  -0.006
C 9.983 9.275 10.664  0.015
C 10.974 11.882 13.836  -0.008
H 5.674 11.391 14.226  0.000
H 16.204 7.969 11.305  0.003
H 15.729 6.652 10.132  -0.001
H 13.552 5.713 6.996  0.000
H 17.075 7.534 15.956  0.000
H 15.217 10.093 17.293  0.001
H 8.537 7.221 16.311  0.000
H 5.988 10.857 12.585  0.000
H 14.706 10.991 13.159  -0.011
H 17.685 8.574 14.239  0.000
H 11.827 5.482 12.711  -0.004
H 10.678 12.549 12.985  0.000
H 16.319 6.303 11.841  0.001
H 14.382 11.714 19.796  0.000
H 17.446 10.068 13.175  0.000
H 11.933 11.394 10.391  -0.001
H 9.742 8.187 10.560  -0.001
H 14.130 5.336 15.322  0.001
H 16.243 11.710 13.786  0.000
H 11.786 7.429 6.500  0.000
H 11.984 11.475 13.699  0.002
H 13.648 13.093 18.964  0.000
H 14.867 11.709 14.792  0.000
H 11.004 12.507 14.738  -0.001
H 16.519 6.381 14.674  0.000
H 16.573 8.536 12.916  -0.003
H 13.426 10.359 10.277  0.002
H 5.425 9.764 13.782  0.000
H 15.011 7.650 17.008  0.001
H 6.994 8.244 14.761  0.000
H 10.878 6.358 13.789  0.000
H 11.560 12.168 18.226  0.000
H 12.852 6.593 15.765  -0.003
H 9.320 9.631 11.425  -0.001
H 14.921 4.583 11.979  0.000
H 14.299 5.343 9.359  0.002
H 13.209 4.443 11.347  0.001
H 8.467 12.035 13.353  0.000
H 16.503 5.803 16.270  0.000
H 10.877 8.803 8.357  -0.001
H 13.870 5.719 16.993  -0.002
H 8.792 6.359 14.759  0.001
H 16.328 10.069 15.555  0.003
H 10.370 10.521 16.660  0.002
H 10.205 6.955 15.711  0.000
H 13.618 4.788 13.123  0.001
H 10.561 6.261 11.015  0.003
H 9.906 9.865 9.736  0.006
H 15.159 12.494 18.357  0.000
H 13.057 11.118 11.782  0.000

## Properties
2S+1	3
frontier orbital gap (spin up / spin down)	6.99 / 6.00	eV
energy	-4134.485691	a.u.
total charge	0


# 2
The following is a DFT calculation (ωB97M-V/def2-TZVPD) of C33H51BN6S6W as an isolated structure.

Each line ends with the Mulliken spin population.
Cartesian coordinates (Å):
W -2.290 1.268 -1.685  1.061
S -2.090 3.317 -0.568  0.114
S -1.720 -0.782 -3.209  -0.003
S -0.272 2.166 -2.800  0.469
S -3.056 0.253 0.493  -0.009
S -3.005 2.242 -3.953  -0.026
S -4.638 0.266 -1.980  -0.017
N -0.678 -0.789 0.164  0.013
N 1.983 0.505 -0.179  0.158
N 0.991 0.873 -0.927  0.068
N 0.002 1.164 1.984  0.004
N -0.558 1.664 0.906  0.027
N 0.281 -1.711 0.006  0.009
C 0.442 1.143 4.365  0.003
C -1.052 -3.080 1.416  0.005
C -1.839 -0.986 0.765  0.018
C -1.562 -0.034 -4.859  0.044
C -5.375 0.832 -3.544  0.002
C -3.274 -1.737 -3.381  -0.008
C -4.822 2.198 -3.896  0.001
C -2.634 0.982 -5.236  0.002
C 0.295 2.020 5.610  0.000
C 1.141 1.592 -2.066  -0.015
C 0.083 -2.873 0.591  -0.003
C 4.408 0.358 0.253  0.015
C 2.424 1.925 -2.572  0.043
C -4.261 -1.484 -2.254  0.003
C -0.623 3.146 3.132  -0.004
C 5.115 -0.798 -0.507  0.020
C 3.246 0.779 -0.601  0.004
C -3.283 -2.368 2.356  -0.002
C -0.071 1.856 3.126  0.006
C 3.981 -0.100 1.648  0.012
C 1.043 -4.019 0.319  -0.002
C 2.232 -3.568 -0.523  0.000
C 0.243 -5.094 -0.441  0.000
C 5.380 1.556 0.385  0.013
C -1.196 2.844 0.877  0.032
C 3.468 1.457 -1.812  -0.010
C 2.644 2.711 -3.831  0.004
C 1.913 0.759 4.140  0.000
C 1.540 -4.592 1.661  0.000
C -1.203 3.679 2.000  -0.001
C -0.394 -0.140 4.540  0.004
C -2.054 -2.151 1.518  0.013
C -1.861 5.030 1.991  -0.002
B -0.478 0.663 -0.355  -0.064
H -0.624 3.721 4.049  0.001
H -1.658 5.557 2.920  0.000
H -2.316 1.533 -6.120  -0.005
H 5.394 -0.517 -1.525  -0.001
H 2.015 0.086 3.288  0.000
H -5.099 2.958 -3.163  0.000
H 2.863 -4.432 -0.730  0.000
H 1.908 3.500 -3.975  0.004
H 3.632 3.167 -3.818  0.001
H -0.032 -0.683 5.413  0.000
H 2.836 -2.829 0.003  0.002
H 1.919 -3.141 -1.479  -0.001
H 1.970 -3.815 2.299  0.000
H -1.500 5.645 1.164  0.001
H 2.606 2.047 -4.701  0.006
H 4.875 2.457 0.740  -0.001
H -1.450 0.092 4.707  0.000
H -6.450 0.903 -3.370  0.000
H -3.692 -1.495 -4.357  -0.001
H 4.485 1.663 -2.118  0.005
H -3.121 -1.968 3.360  0.000
H 2.533 1.644 3.975  0.000
H 0.753 -5.104 2.217  0.000
H 4.498 -1.697 -0.549  0.000
H -5.184 2.544 -4.865  0.001
H -0.616 -5.455 0.130  0.000
H -4.162 -1.871 1.945  0.001
H 4.805 -0.652 2.098  0.000
H -2.945 4.936 1.892  0.000
H 0.888 -5.952 -0.634  0.000
H -0.108 -4.717 -1.406  0.000
H -3.498 -3.430 2.458  0.000
H -1.554 -0.855 -5.578  -0.005
H -1.155 -4.026 1.934  0.000
H -5.218 0.090 -4.324  -0.001
H -0.563 0.400 -4.876  -0.008
H 6.134 1.286 1.124  -0.001
H 0.656 1.458 6.471  0.000
H 3.772 0.761 2.285  -0.001
H -5.209 -1.990 -2.444  0.000
H -3.577 0.501 -5.480  0.002
H 2.319 -5.328 1.466  0.000
H -0.300 -0.795 3.669  0.000
H 0.895 2.931 5.549  0.000
H 5.911 1.787 -0.538  0.000
H -3.892 -1.830 -1.289  0.002
H -2.995 -2.791 -3.399  0.001
H -0.743 2.291 5.816  0.000
H 3.102 -0.740 1.643  -0.001
H 2.288 0.250 5.028  0.000
H 6.034 -1.035 0.030  0.001

## Properties
2S+1	3
frontier orbital gap (spin up / spin down)	6.03 / 4.61	eV
energy	-4096.337098	a.u.
relative energy (zero: lowest compared OMol25 entry of this formula, charge and spin)	40.5	kcal/mol
total charge	+4


# 3
The following is a DFT calculation (ωB97M-V/def2-TZVPD) of a 10-piece molecular cluster, C33H51NO29 overall.

Each line ends with the Mulliken charge.
Cartesian coordinates (Å):
O 1.567 -0.845 8.113  -0.521
O 9.419 0.636 8.430  -0.323
O -1.548 3.361 -0.121  -0.387
O -2.574 3.199 6.131  -0.300
O -4.328 1.312 -8.483  -0.363
O -0.760 -3.003 -7.810  -0.212
O -3.240 -0.417 -7.619  -0.238
O -4.952 -0.202 -1.740  -0.205
O 7.606 1.456 9.412  -0.324
O 0.071 -2.319 -3.353  -0.352
O -5.362 4.202 2.290  -0.344
O 3.030 -1.181 6.438  -0.297
O -3.691 -0.385 -9.819  -0.543
O -2.093 1.615 3.469  -0.631
O -6.815 5.592 1.277  -0.559
O 1.360 -3.623 -7.404  -0.464
O 0.547 -3.592 -9.504  -0.369
O -1.878 3.703 -2.323  -0.570
O 7.746 -0.752 9.015  -0.582
O -4.324 -1.651 -3.301  -0.276
O -1.343 0.230 5.061  -0.344
O -3.225 1.800 7.726  -0.335
O -3.623 0.481 -3.427  -0.441
O 2.846 -2.386 -4.212  -0.287
O 3.770 -1.050 8.527  -0.343
O -1.026 2.144 7.370  -0.559
O 0.107 1.409 3.879  -0.396
O -5.873 3.884 0.151  -0.364
O -0.942 1.795 -1.571  -0.235
N 4.959 -2.114 -5.192  -0.499
C -4.780 2.997 0.423  0.005
C -2.166 2.362 7.108  0.719
C -0.408 1.378 -0.310  -0.357
C 0.468 -3.431 -8.170  0.540
C -0.050 -0.285 5.440  -0.336
C -3.978 3.017 5.926  -0.072
C -1.225 2.205 0.666  0.135
C -1.489 3.023 -1.432  0.679
C 2.684 -1.011 7.743  0.687
C 3.508 -2.134 -5.420  -0.415
C -4.397 1.484 -7.058  -0.357
C 0.866 0.827 4.961  -0.164
C 8.214 0.341 8.958  0.692
C 5.401 -2.551 -2.773  -1.117
C -0.771 -3.459 -10.056  -0.370
C 5.361 -1.531 -3.902  -0.220
C 4.898 -1.485 7.748  0.073
C -4.943 -2.437 -2.275  -0.365
C 4.460 -1.119 6.339  -0.376
C -1.190 1.124 4.083  0.597
C 0.531 -3.090 -4.446  -0.004
C -3.751 0.125 -8.743  0.607
C -1.484 -2.634 -8.997  -0.093
C 9.541 2.061 8.336  -0.292
C 1.963 -3.485 -4.180  -0.972
C -4.241 -0.371 -2.875  0.525
C -4.797 2.932 1.943  0.143
C -6.089 4.655 1.240  0.600
C -3.290 0.568 -6.566  0.585
C -5.727 -1.386 -1.505  -0.383
C -0.784 -1.253 -3.698  -0.167
C 8.551 2.534 9.389  -0.280
C -4.416 2.455 7.271  -0.392
H -5.224 1.732 7.208  0.295
H 2.276 -4.273 -4.869  0.484
H 0.447 -2.525 -5.374  0.114
H -1.200 -4.455 -10.169  0.254
H -6.727 -1.232 -1.911  0.277
H 3.275 -2.909 -6.149  0.387
H 4.801 -1.809 5.573  0.354
H -5.461 2.148 2.315  0.144
H -3.499 0.104 -5.610  -0.422
H -0.716 -1.014 -4.761  0.236
H 0.655 1.621 -0.279  0.310
H -5.383 1.162 -6.720  0.277
H 1.824 0.481 4.587  0.277
H 5.011 -2.562 7.876  0.242
H -5.790 -1.572 -0.437  0.317
H -3.818 2.823 2.400  0.032
H 4.435 -2.645 -2.288  0.167
H -0.005 -0.449 6.510  0.305
H 6.366 -1.137 -4.050  0.457
H -1.823 -1.499 -3.468  -0.012
H 10.570 2.351 8.528  0.281
H 9.003 2.619 10.377  0.268
H 4.743 -0.100 6.069  0.266
H -2.325 1.075 -6.520  0.166
H 5.336 -1.500 -5.904  0.267
H 5.798 -0.985 8.087  -0.073
H -2.535 -2.870 -8.879  0.275
H -4.160 -2.899 -1.673  0.263
H 6.129 -2.258 -2.016  0.387
H -0.066 -4.006 -4.549  0.292
H 8.041 3.459 9.138  0.283
H 1.009 1.589 5.726  0.246
H -3.860 3.435 0.038  0.255
H -0.512 -0.362 -3.135  0.086
H -4.960 2.038 -0.058  0.110
H 2.012 -3.890 -3.167  0.437
H -1.377 -1.564 -9.157  0.127
H -0.685 2.508 1.558  0.162
H -0.712 -2.974 -11.025  0.289
H -4.116 2.308 5.109  0.034
H -5.559 -3.207 -2.729  0.294
H 0.109 -1.224 4.908  0.396
H 5.677 -3.525 -3.174  0.313
H 3.159 -1.174 -5.826  0.174
H -4.250 2.530 -6.809  0.330
H 4.729 -0.681 -3.619  0.204
H -2.152 1.712 0.958  -0.030
H -0.538 0.305 -0.199  0.320
H -4.436 3.968 5.670  0.363
H -4.678 3.238 7.984  0.267
H 9.255 2.368 7.329  0.255

## Properties
frontier orbital gap	8.44	eV
energy	-3524.826347	a.u.
total charge	0